# 1
45
Properties=species:S:1:pos:R:3:forces:R:3 method="wB97M-V/def2-TZVPD" relative_energy_kj_mol=0.0 total_charge=0 fmax_ev_per_a=4.006 smiles="O=C1c2cccc3cccc(c23)C(=O)N1CCc1n[nH]c(=S)n1-c1ccccc1" e_homo_ev=-7.912
O -0.149 2.834 -0.461 0.1 -1.4 -0.2
O -1.508 -0.822 -2.711 0.3 0.7 0.7
S -2.277 0.983 4.604 0.4 -0.2 0.2
N -3.984 1.918 1.309 0.0 -0.4 0.0
C 0.059 1.675 -0.850 0.1 3.8 1.3
C -0.658 -0.207 -2.068 -1.4 -1.1 -1.3
C -2.690 1.197 3.022 -0.9 0.9 0.7
C -3.171 1.023 0.845 -0.5 0.5 0.9
C 1.064 -1.920 1.557 -0.4 0.9 0.7
C -0.173 -2.340 1.057 0.3 0.5 -0.6
C 1.140 -0.674 2.233 -0.5 -0.9 -0.3
C -1.291 -1.496 1.121 -0.4 -0.7 -0.2
C -0.006 0.117 2.351 1.7 -0.6 -0.1
C 3.764 1.289 0.007 0.9 -1.8 -0.1
C 2.308 -2.483 -2.616 0.7 0.0 0.8
C 2.500 1.848 -0.125 -1.5 -0.9 -0.3
C 1.003 -1.947 -2.735 0.8 1.2 0.8
C -1.192 -0.293 1.792 0.1 -0.1 -0.4
C 4.024 0.003 -0.489 0.4 1.4 0.2
C 3.295 -1.901 -1.806 -1.2 -0.8 -1.3
C 1.450 1.134 -0.738 0.6 0.7 0.1
C 0.719 -0.742 -2.037 -0.2 -1.9 -1.3
C 3.024 -0.679 -1.187 -0.4 0.3 -0.3
C 1.724 -0.088 -1.345 1.2 -0.5 0.9
N -3.667 2.073 2.626 0.3 -0.7 -0.2
N -2.290 0.584 1.870 -1.3 0.6 -0.9
N -0.983 0.975 -1.406 0.5 -1.3 -0.5
C -3.326 0.637 -0.583 1.1 0.7 -0.1
C -2.387 1.465 -1.479 0.1 0.0 -0.6
H 1.959 -2.532 1.462 -0.3 0.0 0.0
H -0.235 -3.271 0.502 -0.1 0.1 0.2
H 2.069 -0.343 2.700 -0.2 -0.1 -0.3
H -2.262 -1.766 0.656 0.9 0.0 0.4
H 0.115 1.057 2.838 -0.4 0.5 0.3
H 4.557 1.778 0.565 -0.2 0.2 -0.2
H 2.562 -3.418 -3.111 -0.2 0.2 -0.1
H 2.329 2.795 0.325 -0.4 0.7 0.1
H 0.310 -2.454 -3.399 -0.2 0.3 0.4
H 5.034 -0.440 -0.466 -0.6 0.3 0.3
H 4.286 -2.348 -1.714 -0.3 0.1 0.0
H -4.365 2.451 3.258 0.5 0.0 -0.2
H -4.340 0.868 -0.890 -0.2 0.1 0.2
H -3.172 -0.409 -0.749 0.2 -0.6 -0.2
H -2.422 2.545 -1.218 0.3 -0.9 -0.1
H -2.747 1.322 -2.520 0.5 0.2 0.6


# 2
121
Properties=species:S:1:pos:R:3:forces:R:3 method="wB97M-V/def2-TZVPD" total_charge=-1 fmax_ev_per_a=1.098 e_homo_ev=-4.886
N -0.223 -4.055 -0.212 1.0 -0.1 -0.4
B 0.882 -3.380 0.382 -0.2 0.3 0.3
O 1.074 -2.018 -0.017 -0.3 -0.6 -0.2
Al 2.322 -4.242 1.740 0.3 -0.4 -0.5
S 1.446 -3.665 3.935 -1.0 0.0 0.3
O 0.318 -4.511 4.310 0.7 0.7 -0.1
O 1.229 -2.217 4.046 0.2 -0.7 0.4
F 2.514 -3.934 5.156 0.0 0.0 -0.2
H -0.450 -3.769 -1.160 -0.3 0.0 0.1
H -0.157 -5.062 -0.152 -0.3 0.0 0.0
H 0.760 -1.528 0.765 0.3 0.7 0.0
H 2.400 -5.846 1.738 -0.1 0.0 0.3
H 3.745 -3.519 1.649 0.0 0.1 0.3
C 1.179 -0.791 -3.339 0.1 -0.1 0.1
O 1.791 -2.010 -2.927 -0.1 0.0 -0.1
H 1.392 -0.642 -4.398 0.0 0.0 0.0
H 0.096 -0.825 -3.201 0.0 0.0 -0.1
H 1.589 0.043 -2.768 -0.1 0.1 -0.1
H 1.605 -2.080 -1.979 0.0 -0.1 0.1
C 6.422 -7.192 1.262 0.2 0.1 0.0
O 5.265 -6.393 1.188 0.2 -0.3 0.1
H 6.584 -7.661 0.290 -0.1 0.0 0.0
H 7.306 -6.588 1.496 0.1 -0.1 0.0
H 6.345 -7.986 2.014 0.0 0.0 0.0
H 5.185 -5.957 2.045 -0.1 0.2 -0.1
C 1.293 2.630 -0.455 0.1 0.0 0.0
O 1.996 1.530 -1.016 0.0 0.1 0.0
H 0.574 2.961 -1.206 0.0 0.0 0.0
H 0.751 2.346 0.449 0.0 0.0 0.0
H 1.950 3.467 -0.211 0.0 0.0 0.0
H 2.636 1.214 -0.369 0.0 -0.1 0.0
C -2.268 1.623 -1.369 0.0 -0.1 0.0
O -1.411 0.926 -2.257 0.0 0.2 0.1
H -3.263 1.631 -1.809 0.0 0.0 0.0
H -2.325 1.129 -0.394 0.0 0.0 0.0
H -1.955 2.662 -1.225 0.0 0.0 0.0
H -0.528 0.914 -1.870 0.0 -0.1 0.0
C -6.445 2.445 -0.997 0.0 0.0 -0.1
O -5.402 3.227 -1.584 -0.1 0.0 0.1
H -6.030 1.954 -0.120 0.0 0.0 0.0
H -7.292 3.061 -0.689 0.0 0.0 0.0
H -6.794 1.678 -1.692 -0.1 -0.1 0.1
H -5.773 3.646 -2.365 0.1 0.0 -0.1
C 4.621 -1.470 -1.412 0.1 0.2 0.1
O 4.456 -1.206 -0.025 -0.3 0.3 -0.4
H 5.691 -1.451 -1.622 0.0 0.0 0.0
H 4.225 -2.444 -1.696 0.0 -0.1 0.1
H 4.132 -0.707 -2.032 0.0 0.0 0.0
H 3.510 -1.311 0.151 0.0 -0.2 0.3
C -9.853 3.929 0.828 0.0 -0.1 0.1
O -9.224 2.665 0.963 -0.1 0.1 0.1
H -9.736 4.261 -0.201 0.0 0.0 0.0
H -10.921 3.879 1.063 0.0 0.0 0.0
H -9.387 4.673 1.481 -0.1 0.1 0.0
H -9.325 2.387 1.882 0.1 0.0 0.0
C 7.717 -4.205 3.268 0.0 0.1 0.0
O 6.544 -4.940 3.571 0.0 -0.2 0.0
H 7.794 -4.174 2.183 0.0 0.0 0.0
H 7.653 -3.178 3.638 0.0 0.0 0.0
H 8.619 -4.677 3.668 0.0 0.0 0.0
H 6.427 -4.981 4.522 0.0 0.1 0.0
C -6.183 -1.348 -1.237 0.1 0.0 -0.1
O -7.423 -0.827 -1.720 0.1 0.0 -0.1
H -5.391 -0.814 -1.759 0.0 0.0 0.0
H -6.065 -1.192 -0.163 0.0 0.0 0.0
H -6.082 -2.412 -1.459 0.0 0.0 0.0
H -8.132 -1.294 -1.271 -0.1 0.0 0.0
C 3.392 5.856 0.935 -0.1 -0.1 0.0
O 2.152 5.398 1.468 0.0 0.0 0.0
H 4.016 4.976 0.790 0.0 0.0 0.0
H 3.253 6.346 -0.033 0.0 0.0 0.0
H 3.881 6.544 1.624 0.1 0.0 -0.1
H 1.591 6.166 1.603 0.0 0.0 0.0
C 3.111 9.702 2.408 0.0 0.0 0.0
O 3.671 8.489 2.887 -0.1 0.1 0.1
H 3.415 9.797 1.367 0.0 0.0 0.0
H 2.019 9.696 2.453 0.0 0.0 0.0
H 3.482 10.571 2.958 0.0 0.0 0.0
H 3.419 8.379 3.808 0.0 0.0 0.0
C 0.151 -6.430 -3.284 0.1 0.0 0.0
O 0.205 -5.018 -3.205 -0.1 0.0 0.0
H 0.119 -6.800 -2.260 0.0 0.0 0.0
H -0.743 -6.782 -3.810 0.0 0.0 0.0
H 1.039 -6.846 -3.769 0.0 0.0 0.0
H 0.254 -4.654 -4.092 0.1 0.1 0.0
C -6.352 6.354 -0.810 0.0 0.0 0.1
O -7.632 5.988 -0.299 0.0 0.1 0.0
H -6.522 6.962 -1.697 0.0 0.0 0.0
H -5.786 6.945 -0.085 0.0 0.0 0.0
H -5.773 5.468 -1.074 0.1 0.1 0.0
H -7.489 5.443 0.479 0.0 -0.1 0.0
C -5.437 1.150 -4.548 0.0 -0.1 0.1
O -5.816 -0.216 -4.520 -0.1 0.0 0.0
H -4.630 1.241 -5.272 0.0 0.0 0.0
H -6.267 1.795 -4.860 0.0 0.0 0.0
H -5.073 1.487 -3.573 0.0 0.0 0.0
H -6.520 -0.322 -3.869 0.0 -0.1 0.0
C -0.316 0.649 2.548 0.0 -0.2 -0.1
O 0.504 -0.455 2.239 0.1 0.5 -0.2
H -0.806 0.954 1.623 0.0 0.1 0.0
H -1.090 0.388 3.276 0.0 0.0 0.0
H 0.259 1.498 2.932 0.0 0.0 0.0
H 0.917 -0.819 3.042 -0.2 -0.3 -0.1
C -8.555 4.065 4.145 -0.1 -0.1 0.0
O -8.920 2.688 4.108 -0.1 0.1 -0.1
H -7.717 4.187 3.462 0.0 0.0 0.0
H -9.381 4.701 3.818 0.0 0.1 0.0
H -8.246 4.373 5.146 0.1 0.0 0.0
H -9.656 2.562 4.713 0.0 -0.1 0.0
C 5.075 -3.523 -4.399 -0.1 0.1 -0.1
O 4.121 -4.202 -3.621 -0.4 0.0 0.1
H 5.959 -4.160 -4.441 0.0 0.1 0.0
H 4.717 -3.355 -5.422 0.1 0.0 0.0
H 5.358 -2.557 -3.966 0.0 0.0 0.0
H 3.332 -3.647 -3.522 0.1 0.0 0.1
C 10.858 -3.846 1.023 -0.1 0.0 0.0
O 11.095 -4.146 2.391 0.1 0.0 0.0
H 10.623 -4.789 0.533 0.0 0.0 0.0
H 10.010 -3.170 0.892 0.0 0.0 0.0
H 11.738 -3.411 0.540 0.0 0.0 0.0
H 11.293 -3.327 2.852 0.0 0.0 0.0


# 3
22
Properties=species:S:1:pos:R:3:forces:R:3 method="wB97M-V/def2-TZVPD" relative_energy_kj_mol=0.0 total_charge=0 fmax_ev_per_a=3.971 smiles="CC(C)=C(C)[Si](N)(N)Cl" e_homo_ev=-8.944
C -0.939 0.441 -0.746 -1.1 1.0 -3.5
C -0.406 -0.045 0.329 2.4 -0.9 2.9
C -0.111 0.897 -1.941 -0.2 -0.7 0.0
C -2.420 0.742 -0.932 1.8 1.6 2.3
C -1.163 -0.069 1.634 1.2 -1.0 1.4
N 1.954 -1.529 -0.760 0.6 0.7 0.5
N 1.892 -1.036 2.062 1.6 -2.1 -3.0
Si 1.454 -0.406 0.490 0.2 0.2 -0.7
Cl 2.553 1.440 0.057 -0.3 -1.1 0.5
H -0.254 0.211 -2.752 -0.4 -0.8 -0.6
H 0.979 0.736 -1.725 -1.1 1.4 -0.5
H -0.569 1.826 -2.405 1.3 -0.4 1.0
H -2.719 0.953 -1.912 -0.6 -0.8 -1.6
H -2.464 1.767 -0.548 -0.2 0.3 0.4
H -3.057 0.215 -0.251 -0.6 -0.7 -0.4
H -2.205 -0.257 1.405 -0.2 0.3 0.7
H -0.787 -0.822 2.440 -0.7 0.9 -1.7
H -0.923 0.908 2.113 -0.9 -0.4 -0.2
H 2.962 -1.639 -0.867 -0.2 0.3 -0.1
H 1.625 -2.454 -0.566 -0.5 -0.6 0.0
H 2.852 -1.494 2.128 -1.9 1.1 -0.1
H 1.746 -0.386 2.746 -0.2 1.7 2.6


# 4
16
Properties=species:S:1:pos:R:3:forces:R:3 method="wB97M-V/def2-TZVPD" total_charge=+3 fmax_ev_per_a=8.013 multiplicity=3 e_homo_ev="-20.913 / -20.922"
O 2.609 -1.184 1.295 0.8 0.1 -0.3
C 2.689 -0.535 0.311 -1.2 -1.1 0.3
O 1.305 -0.410 -0.292 0.2 0.8 -0.4
C 0.534 0.979 -0.107 1.0 0.2 0.0
I 0.418 1.984 -1.900 0.0 0.3 -0.5
C -0.759 0.603 0.549 -0.4 0.5 0.5
C -1.868 0.088 -0.303 -1.3 0.0 -0.8
O -1.489 -1.155 -1.125 0.7 0.8 0.0
H 3.479 -0.154 -0.354 0.0 0.2 0.4
H 1.171 1.523 0.597 -0.1 -0.2 -0.1
H -1.198 1.532 0.967 0.2 -0.2 0.1
H -0.598 0.022 1.471 0.1 0.0 0.6
H -2.773 -0.161 0.260 0.1 0.0 -0.2
H -2.109 0.806 -1.093 0.0 -0.2 0.0
H -1.426 -1.877 -0.513 -7.4 -0.2 -2.8
Pr 0.015 -2.059 0.236 7.2 -1.2 3.3


# 5
15
Properties=species:S:1:pos:R:3:forces:R:3 method="wB97M-V/def2-TZVPD" relative_energy_kj_mol=260.7 total_charge=0 fmax_ev_per_a=3.528 smiles="C[C@@H](O)[C@@H](O)C=O" e_homo_ev=-10.194
C 1.229 -0.636 1.216 -0.1 0.0 -0.1
C 0.811 0.456 0.230 -0.3 0.1 0.1
O 1.391 0.177 -1.026 -0.1 0.2 -0.3
C -0.712 0.542 0.018 -0.2 -0.5 0.0
O -1.168 1.385 -1.019 -1.9 0.0 0.2
C -1.268 -0.714 -0.634 -0.6 -0.9 0.1
O -2.377 -0.626 -1.156 0.5 -0.7 0.4
H 2.321 -0.668 1.302 -0.2 0.1 -0.1
H 0.817 -0.451 2.215 0.0 0.0 -0.2
H 0.905 -1.630 0.885 0.0 0.2 0.0
H 1.172 1.423 0.619 -0.2 -0.1 -0.1
H 0.922 0.777 -1.627 0.3 -0.1 -0.2
H -1.202 0.786 0.980 0.0 -0.3 -0.2
H -2.167 0.781 -1.178 2.7 2.3 0.0
H -0.675 -1.602 -0.825 0.1 -0.4 0.4


# 6
73
Properties=species:S:1:pos:R:3:forces:R:3 method="wB97M-V/def2-TZVPD" relative_energy_kj_mol=66.4 total_charge=-1 fmax_ev_per_a=1.361 e_homo_ev=-5.803
Na -0.665 -0.213 -0.003 -0.1 -1.2 0.2
C -2.744 -2.454 -1.612 0.3 -0.4 -0.2
C -2.000 -3.751 -1.263 -0.4 0.2 0.0
O -0.621 -3.614 -1.077 0.0 0.1 0.2
C 0.171 -3.358 -2.212 0.4 0.1 0.1
C 0.423 -1.863 -2.478 -0.5 -0.5 -0.3
O 0.760 -1.146 -1.317 0.3 -0.3 -0.3
C 2.125 -0.983 -1.038 0.7 0.0 0.3
C 2.857 -2.267 -0.597 0.0 0.1 -0.2
O 2.100 -3.122 0.221 -0.1 -0.2 -0.2
C 1.752 -2.587 1.486 -0.1 -0.1 0.2
C 0.562 -3.385 2.032 0.4 -0.3 0.0
O -0.646 -2.668 2.095 -0.3 0.2 -0.2
C -0.652 -1.650 3.067 -0.3 0.1 0.2
C -1.969 -0.902 2.946 0.4 -0.3 0.5
O -1.962 -0.134 1.772 0.0 0.0 0.3
C -3.188 -0.046 1.099 -0.7 -0.1 -0.3
C -3.506 -1.316 0.318 -0.2 0.1 0.4
O -2.522 -1.445 -0.663 0.0 -0.2 0.0
H -3.817 -2.678 -1.708 0.1 0.0 0.0
H -2.393 -2.049 -2.563 -0.1 0.0 0.0
H -2.215 -4.501 -2.048 0.0 0.1 0.1
H -2.363 -4.125 -0.300 -0.1 -0.1 -0.1
H -0.275 -3.820 -3.107 0.1 0.1 0.0
H 1.118 -3.858 -1.990 -0.1 0.0 -0.2
H -0.489 -1.392 -2.849 0.2 0.0 -0.1
H 1.204 -1.769 -3.246 0.0 0.0 0.1
H 2.155 -0.253 -0.232 0.1 0.0 -0.1
H 2.657 -0.563 -1.906 -0.1 -0.1 0.1
H 3.790 -1.970 -0.092 -0.1 0.0 -0.1
H 3.111 -2.875 -1.473 0.1 0.1 0.1
H 1.467 -1.541 1.391 0.1 0.1 0.1
H 2.623 -2.652 2.157 -0.1 0.1 -0.1
H 0.792 -3.793 3.031 0.0 0.0 -0.1
H 0.370 -4.206 1.339 0.1 0.0 0.1
H 0.163 -0.944 2.905 0.1 0.0 0.1
H -0.557 -2.088 4.076 -0.1 0.1 -0.1
H -2.093 -0.244 3.820 -0.1 -0.1 -0.1
H -2.775 -1.643 2.932 -0.1 0.1 0.0
H -3.047 0.753 0.371 -0.2 0.1 0.0
H -4.010 0.196 1.787 0.1 0.0 0.0
H -4.504 -1.219 -0.143 0.1 0.0 0.1
H -3.513 -2.193 0.984 -0.1 0.0 0.0
O 3.022 2.821 3.804 0.4 -0.5 -0.4
S 3.963 1.688 2.798 -0.5 0.0 0.1
O 4.650 2.491 1.797 0.0 0.3 0.0
N 2.804 0.835 2.087 0.9 -0.4 0.4
C 1.563 1.211 1.865 -0.5 0.3 0.1
O 0.749 0.470 1.274 0.9 0.7 0.6
C 1.100 2.531 2.374 0.1 0.0 0.0
C -0.109 3.040 1.916 0.0 0.0 0.1
C -0.597 4.239 2.394 -0.2 0.0 -0.1
C 0.126 4.943 3.348 0.0 0.0 0.0
C 1.337 4.462 3.801 0.2 0.0 0.1
C 1.843 3.253 3.317 -0.3 0.2 -0.2
H -0.643 2.465 1.173 -0.1 0.0 -0.1
H -1.538 4.624 2.029 -0.1 0.0 0.0
H -0.253 5.880 3.736 0.0 0.0 0.0
H 1.913 5.005 4.537 0.1 0.0 0.0
O -1.851 0.233 -2.926 -0.2 -0.2 -0.5
C -1.279 1.113 -2.265 -0.1 0.4 -0.7
O -1.394 1.322 -1.039 -0.3 1.3 0.0
C -0.348 2.051 -3.023 -0.1 -0.1 0.1
C 0.787 2.554 -2.402 -0.1 -0.1 0.1
C 1.626 3.419 -3.078 0.3 0.1 0.0
C 1.334 3.799 -4.378 0.0 0.1 -0.1
C 0.202 3.301 -5.006 0.0 0.0 0.0
C -0.630 2.423 -4.332 0.0 -0.1 0.0
H 0.992 2.255 -1.383 0.0 0.0 0.1
H 2.513 3.804 -2.592 0.0 0.0 0.0
H 1.983 4.486 -4.906 0.0 0.0 0.0
H -0.027 3.597 -6.023 0.0 0.0 0.0
H -1.510 2.015 -4.809 0.0 -0.1 0.0


# 7
53
Properties=species:S:1:pos:R:3:forces:R:3 method="wB97M-V/def2-TZVPD" relative_energy_kj_mol=17.0 total_charge=-1 fmax_ev_per_a=0.187 e_homo_ev=-4.650
Al -0.076 0.485 -0.461 0.1 0.0 -0.1
O -0.858 0.459 3.559 0.0 0.0 0.0
C -0.200 0.366 2.524 0.0 0.0 0.0
N -0.719 0.162 1.296 0.0 -0.1 0.1
C -2.075 -0.352 1.298 0.0 0.0 0.0
C -2.155 -1.403 0.226 0.0 0.0 0.0
C -3.149 -2.371 0.183 0.0 0.0 0.0
C -3.134 -3.302 -0.836 0.0 0.0 0.0
C -2.129 -3.243 -1.792 0.0 0.0 0.0
C -1.186 -2.242 -1.690 0.0 0.0 0.0
N -1.194 -1.344 -0.701 -0.1 0.0 0.0
C 1.304 0.348 2.657 0.0 -0.1 0.0
C 1.956 1.325 3.397 0.0 0.0 0.0
C 3.312 1.184 3.618 0.0 0.0 0.0
C 3.958 0.058 3.131 0.0 0.0 0.0
C 3.218 -0.862 2.409 0.0 0.0 0.0
N 1.918 -0.723 2.155 0.0 0.0 0.0
H -2.324 -0.778 2.271 0.0 0.0 0.0
H -2.821 0.424 1.088 0.0 0.0 0.0
H -3.911 -2.384 0.951 0.0 0.0 0.0
H -3.896 -4.070 -0.887 0.0 0.0 0.0
H -2.078 -3.948 -2.608 0.0 0.0 0.0
H -0.398 -2.140 -2.422 0.0 0.0 0.0
H 1.398 2.168 3.778 0.0 0.0 0.0
H 3.859 1.942 4.165 0.0 0.0 0.0
H 5.017 -0.097 3.290 0.0 0.0 0.0
H 3.689 -1.749 2.000 0.0 0.0 0.0
C 3.363 0.274 -0.735 0.0 0.0 0.0
C 2.720 1.500 -0.164 0.0 0.0 0.0
C 3.368 2.602 0.330 0.0 0.0 0.0
C 2.371 3.511 0.767 0.0 0.0 0.0
C 1.157 2.921 0.527 0.0 0.0 0.0
C -0.190 3.493 0.839 0.0 0.0 0.0
N 1.351 1.679 -0.056 -0.1 0.0 0.0
H 4.359 0.162 -0.302 0.0 0.0 0.0
H 3.485 0.334 -1.819 0.0 0.0 0.0
H 2.802 -0.634 -0.507 0.0 0.0 0.0
H 4.440 2.726 0.377 0.0 0.0 0.0
H 2.515 4.484 1.212 0.0 0.0 0.0
H -0.051 4.416 1.404 0.0 0.0 0.0
H -0.806 2.822 1.443 0.0 0.0 0.0
H -0.755 3.739 -0.060 0.0 0.0 0.0
F -2.610 2.028 -0.706 0.0 0.0 0.1
C -1.592 1.490 -1.458 0.0 0.0 0.0
F -2.253 0.675 -2.352 0.0 0.0 0.0
F -1.150 2.528 -2.227 0.0 0.0 0.0
N 0.787 -0.086 -2.132 0.0 -0.1 0.0
C 1.219 -0.204 -3.201 0.0 0.2 0.0
C 1.734 -0.345 -4.472 0.0 -0.2 0.0
C 1.108 -1.251 -5.363 0.0 0.1 0.0
N 0.589 -1.990 -6.082 0.0 0.0 0.0
C 2.918 0.339 -4.843 0.0 0.0 0.0
N 3.884 0.887 -5.155 0.0 0.0 0.0


# 8
59
Properties=species:S:1:pos:R:3:forces:R:3 method="wB97M-V/def2-TZVPD" relative_energy_kj_mol=18.6 total_charge=-1 fmax_ev_per_a=1.817 e_homo_ev=-5.529
C -3.961 1.780 -2.684 0.2 -0.2 0.7
C -3.224 0.521 -3.022 -0.2 0.1 0.5
O -3.758 -0.550 -3.097 -0.1 -0.4 -0.4
O -1.898 0.715 -3.195 -0.2 0.8 -0.7
C -1.335 0.249 -4.420 0.7 -0.6 0.0
C -1.224 -1.271 -4.474 -0.3 0.2 -0.1
C -0.547 -1.755 -3.206 0.1 -0.5 -0.2
C -0.580 -3.268 -2.991 0.6 0.2 0.1
C -0.128 -3.620 -1.554 -0.3 -0.1 -0.6
C -1.308 -3.882 -0.616 0.4 0.6 -0.1
C -2.108 -2.620 -0.270 0.0 -0.3 0.3
C -1.433 -1.749 0.801 -0.1 -0.2 -0.1
S -1.248 -0.029 0.358 -0.5 1.7 0.3
O -2.537 0.372 -0.206 -0.1 -0.4 0.1
O -0.169 0.130 -0.609 0.3 -0.7 0.1
O -0.974 0.652 1.640 0.1 -0.6 -0.5
H -4.067 2.412 -3.563 0.0 0.1 -0.1
H -4.921 1.508 -2.258 -0.2 0.0 -0.2
H -3.392 2.284 -1.905 0.1 0.2 -0.1
H -1.833 0.670 -5.299 -0.4 0.0 0.1
H -0.321 0.647 -4.428 0.0 0.2 0.1
H -2.213 -1.710 -4.590 -0.1 -0.1 0.1
H -0.654 -1.534 -5.370 0.1 0.0 0.0
H -0.963 -1.268 -2.334 -0.1 0.2 -0.1
H 0.502 -1.447 -3.242 0.1 0.1 0.2
H 0.126 -3.721 -3.694 -0.1 -0.1 -0.1
H -1.564 -3.690 -3.206 -0.1 0.1 0.0
H 0.487 -2.790 -1.202 0.0 0.0 0.2
H 0.509 -4.505 -1.606 0.0 -0.1 0.2
H -1.973 -4.607 -1.089 0.0 -0.2 0.1
H -0.916 -4.299 0.315 -0.2 -0.2 0.1
H -2.351 -2.032 -1.152 0.0 0.0 -0.1
H -3.068 -2.942 0.135 -0.1 0.0 0.0
H -0.457 -2.128 1.105 0.1 0.0 -0.2
H -2.050 -1.743 1.697 0.0 0.2 0.1
C -0.644 1.279 4.373 -0.1 -0.1 0.1
O -0.581 2.414 5.269 0.0 0.0 0.1
C 0.493 2.467 6.031 0.0 0.0 -0.1
O 1.404 1.678 6.063 0.0 0.0 0.0
O 0.414 3.572 6.796 0.0 0.0 0.0
C 1.524 3.749 7.669 0.0 0.1 0.1
H -1.564 1.367 3.813 0.0 0.2 0.0
H 0.186 1.292 3.678 0.1 0.0 0.0
H -0.647 0.353 4.948 0.1 0.0 0.0
H 2.449 3.850 7.104 0.0 -0.1 0.0
H 1.606 2.916 8.366 0.1 0.0 -0.1
H 1.335 4.667 8.222 -0.1 0.0 -0.1
C 6.080 1.265 -1.517 0.1 0.0 -0.1
O 5.127 0.539 -0.750 0.0 0.0 0.0
C 4.133 1.301 -0.254 -0.1 0.0 0.0
O 4.037 2.491 -0.423 0.1 0.0 0.0
O 3.320 0.523 0.430 0.1 0.0 0.0
C 2.187 1.190 1.023 -0.1 0.2 0.2
H 6.818 0.540 -1.853 -0.1 -0.1 0.0
H 5.608 1.729 -2.382 0.0 0.1 0.0
H 6.569 2.026 -0.910 -0.1 0.1 0.0
H 1.559 1.633 0.258 0.0 0.0 0.0
H 2.528 1.942 1.735 0.1 0.0 -0.1
H 1.610 0.435 1.543 0.0 -0.1 -0.1


E_tot, respectively: -43965.684 -85224.960 -28778.346 -32535.170 -10418.302 -66763.627 -51377.131 -50455.289 eV.